A structure of composition C2H3FI2 in a non-equilibrium geometry, computed with wB97M-V/def2-TZVPD.

```
! RIJCOSX wB97M-V def2-TZVPD def2/J DEFGRID3
* xyz 0 1
C 0.36748 0.49875 -0.56852
C -0.09942 -0.49523 0.44489
F -0.64502 1.19387 -1.10383
I -1.36157 -2.07084 -0.26808
I -1.06182 0.61179 2.11312
H 1.02950 0.02723 -1.27146
H 0.84106 1.35322 -0.16667
H 0.92977 -1.11879 0.82055
*
```

Summary:
HOMO level   -9.449 eV
Strongest force on any atom   3.70 eV Å⁻¹
E_LUMO   -0.0144 Eh


A structure of composition C2H3FI2 in a non-equilibrium geometry, computed with wB97M-V/def2-TZVPD.

```
! RIJCOSX wB97M-V def2-TZVPD def2/J DEFGRID3
* xyz 0 1
C -0.67246 -0.00330 -0.54346
C 0.49210 -0.04133 0.39497
F -0.22569 0.17526 -1.82776
I 1.66453 1.71898 0.37212
I 1.60408 -1.82784 0.38786
H -1.33495 0.83741 -0.31584
H -1.22939 -0.94579 -0.52803
H -0.29821 0.08662 2.06015
*
```

Summary:
HOMO level   -9.329 eV
Strongest force on any atom   4.14 eV Å⁻¹
E_LUMO   -0.0302 Eh


A structure of composition C2H3FINO in a non-equilibrium geometry, computed with wB97M-V/def2-TZVPD.

```
! RIJCOSX wB97M-V def2-TZVPD def2/J DEFGRID3
* xyz 0 1
C -0.13620 -0.46468 -0.63704
C 1.61755 -0.35256 0.22631
N 1.59441 0.80678 0.88244
O 1.18132 1.80865 0.34722
F -1.00024 -0.70357 0.31904
I 1.68873 -1.93036 1.59510
H -0.28432 -1.30568 -1.42587
H -0.04507 0.58262 -1.02399
H 2.31251 -0.46403 -0.67543
*
```

Summary:
HOMO level (alpha / beta)   -9.187 / -9.191 eV
Strongest force on any atom   6.76 eV Å⁻¹
E_LUMO (alpha / beta)   -0.0330 / -0.0331 Eh


A cluster of 2 separate species, C2H3FO2S in total in a non-equilibrium geometry, computed with wB97M-V/def2-TZVPD.

```
! RIJCOSX wB97M-V def2-TZVPD def2/J DEFGRID3
* xyz 0 1
C 0.77269 -0.43081 -1.29850
C 0.57801 0.28442 -0.21133
O -1.29910 -1.31962 0.87068
O -0.10391 0.14940 2.44916
F -1.82650 1.56143 0.40582
S -0.50385 -0.21904 1.13288
H 1.28116 -0.01697 -2.10699
H 0.46649 -1.42785 -1.07111
H 0.63501 1.41904 -0.17061
*
```

Summary:
HOMO level   -11.353 eV
Strongest force on any atom   4.49 eV Å⁻¹
E_LUMO   -0.0646 Eh


The molecule C2H3FO2S in a non-equilibrium geometry, computed with wB97M-V/def2-TZVPD.

```
! RIJCOSX wB97M-V def2-TZVPD def2/J DEFGRID3
* xyz 0 1
O 2.77538 1.27887 0.35797
S 2.44952 0.07024 -0.24684
O 3.41383 -1.00520 -0.19032
C 0.79221 -0.48358 -0.00507
C -0.47215 0.31298 -0.24490
F -1.71860 -0.36244 -0.57636
H 0.85246 -1.44327 -0.43917
H -0.62022 0.80830 0.85889
H -0.43746 1.02207 -1.12001
*
```

Summary:
HOMO level (alpha / beta)   -9.944 / -9.945 eV
SMILES string   O=S(=O)=CCF
Strongest force on any atom   4.86 eV Å⁻¹
E_LUMO (alpha / beta)   -0.0707 / -0.0707 Eh


A cluster of 2 separate species, C2H3FO2S in total in a non-equilibrium geometry, computed with wB97M-V/def2-TZVPD.

```
! RIJCOSX wB97M-V def2-TZVPD def2/J DEFGRID3
* xyz 0 1
C 0.21764 -0.91080 -0.39481
C 1.16317 -0.13115 0.52062
O 0.26398 -1.89768 -1.08637
O -1.99389 1.28260 -1.58663
F -1.62226 0.99761 0.90462
S -2.01825 0.31364 -0.55680
H 1.23664 0.95103 0.07611
H 0.65047 0.09597 1.51980
H 2.10250 -0.70122 0.60345
*
```

Summary:
HOMO level (alpha / beta)   -8.140 / -8.234 eV
Strongest force on any atom   4.09 eV Å⁻¹
E_LUMO (alpha / beta)   -0.0124 / -0.0096 Eh


A cluster of 2 separate species, C2H3FO2S in total in a non-equilibrium geometry, computed with wB97M-V/def2-TZVPD.

```
! RIJCOSX wB97M-V def2-TZVPD def2/J DEFGRID3
* xyz 0 1
C -0.42674 -1.01931 -0.51581
C 0.49280 -0.67870 -1.37565
O 1.29101 -0.35060 -2.17599
H -1.28852 -1.57040 -0.79288
H -0.04455 -0.78891 0.49675
O 2.16177 0.99285 1.41431
S 2.44938 -0.58827 1.49539
F 2.08187 -0.84104 3.12034
H 2.89120 1.53510 1.27366
*
```

Summary:
HOMO level   -9.254 eV
SMILES string   C=C=O.OSF
Strongest force on any atom   3.10 eV Å⁻¹
E_LUMO   0.0072 Eh


A structure of composition C2H3FO2V in a non-equilibrium geometry, computed with wB97M-V/def2-TZVPD.

```
! RIJCOSX wB97M-V def2-TZVPD def2/J DEFGRID3
* xyz 2 4
F 1.23760 -0.97969 0.95942
H 1.88493 0.16358 -0.15993
O 0.91024 0.70971 -0.33104
C 0.17062 0.10127 0.63740
C -1.07457 -0.50174 -0.01009
O -1.37728 -0.13750 -1.13006
V -0.11007 1.24832 -2.11036
H 0.03079 0.62942 1.59059
H -1.67227 -1.23336 0.55407
*
```

Summary:
HOMO level (alpha / beta)   -21.327 / -21.734 eV
Strongest force on any atom   4.37 eV Å⁻¹
E_LUMO (alpha / beta)   -0.4416 / -0.4146 Eh


A structure of composition C2H3FO3P in a non-equilibrium geometry, computed with wB97M-V/def2-TZVPD.

```
! RIJCOSX wB97M-V def2-TZVPD def2/J DEFGRID3
* xyz -1 1
C -0.82949 0.89181 -0.71527
C -0.71711 -0.41307 0.21825
O 0.01816 1.71246 -0.30929
O -1.51938 0.75576 -1.69123
O 1.85281 -0.18584 -0.11539
F -1.93649 -0.79467 0.95567
P 0.83561 0.09372 1.15584
H -0.33021 -1.35449 -0.36216
H 1.69369 0.54229 -0.71882
H 0.93242 -1.24795 1.58240
*
```

Summary:
HOMO level   -4.510 eV
Strongest force on any atom   3.63 eV Å⁻¹
E_LUMO   0.1552 Eh


A cluster of 2 separate species, C2H3FO3S in total in a non-equilibrium geometry, computed with wB97M-V/def2-TZVPD.

```
! RIJCOSX wB97M-V def2-TZVPD def2/J DEFGRID3
* xyz 0 1
C -0.95976 0.41012 0.42343
S 0.34153 1.09858 1.01167
O 1.29476 1.79289 0.19615
O 0.67693 0.71871 2.37021
H -1.39847 0.50953 -0.56713
H -1.58455 0.18537 1.29744
O 1.30437 -1.09475 -0.37439
C 0.44113 -1.11010 -1.14778
F -0.56507 -2.01847 -1.10550
H 0.44913 -0.49189 -2.10411
*
```

Summary:
HOMO level   -10.344 eV
SMILES string   C=S(=O)=O.O=CF
Strongest force on any atom   2.62 eV Å⁻¹
E_LUMO   -0.0079 Eh


Which of these has the lowest strongest force on any atom? C2H3FO3S


Among the records above, which one has the highest strongest force on any atom? C2H3FINO